No. 1
C37H47N3O3Pt | ωB97M-V/def2-TZVPD

Summary:
Charge = 0
Molar mass = 776.88 g/mol
2S+1 = 3
Energy relative to the best compared isomer or geometry (same formula, charge and spin) = 0.0 kcal/mol

```
91
Properties=species:S:1:pos:R:3:forces:R:3
H 1.4330 5.4837 -2.8851 0.011 -0.009 0.007
C -0.9522 4.5022 2.2112 0.032 -0.041 0.063
C -0.3205 0.3886 0.9974 0.019 -0.421 -0.090
N 0.3389 -0.1247 -0.0709 -0.390 0.756 0.305
C -3.2303 -0.8909 3.3020 -0.027 -0.030 0.033
C 0.5569 -6.1253 -0.6589 0.117 0.083 0.029
H 3.9272 1.6494 -3.3944 -0.013 0.000 0.025
H -2.4813 1.5313 3.9365 -0.008 -0.030 -0.043
C 2.6013 3.7702 -2.2268 -0.022 0.044 0.000
C 0.8655 3.5658 3.6690 -0.073 -0.019 -0.016
H -4.7291 0.2832 2.2577 -0.053 -0.006 0.009
C -0.0926 1.6376 1.5917 0.008 0.196 0.092
H 5.1781 -2.6936 -2.9867 -0.005 0.008 0.001
C -2.1008 -0.0866 2.6313 -0.074 -0.037 0.080
C -2.5751 -4.3173 -0.8335 -0.239 0.466 0.020
H 3.4987 3.6803 -4.2070 0.049 0.014 -0.014
C -4.9385 -4.8233 -0.6368 -0.116 -0.021 0.002
H 1.9855 -4.4554 -0.5285 -0.032 0.037 -0.003
N -0.1107 -4.0077 -0.6518 0.227 -0.291 0.150
H -0.3182 4.4096 1.3272 -0.011 -0.005 0.001
C 2.9707 4.3927 -0.8705 -0.023 -0.016 -0.069
H -1.9133 -1.7677 4.7872 -0.012 -0.024 0.033
C 3.8012 -1.0639 -3.3959 0.029 -0.096 0.001
H -4.4486 -2.6572 3.1049 0.024 0.044 0.042
O -1.9793 -2.0984 -1.5201 0.859 0.635 -0.058
H 4.6782 3.6841 -2.8792 0.019 0.011 -0.038
H -4.4681 -1.5615 -1.4544 0.016 -0.010 -0.001
H 1.0316 3.9669 -3.7107 -0.034 0.027 -0.002
C 0.9839 -4.8424 -0.5984 0.057 -0.236 -0.068
H -1.2115 4.6602 4.9189 -0.030 0.005 0.018
H -1.9926 4.4031 1.8964 0.007 0.031 -0.028
C -1.2606 -0.5498 1.5846 0.195 0.158 0.040
C -2.8334 -1.1813 4.7572 -0.013 0.020 -0.073
C 1.4194 1.8195 -1.1733 -0.038 -0.121 0.015
H 2.1588 4.2831 -0.1487 0.007 -0.005 0.015
O -1.2490 -1.7840 1.1521 -0.139 -0.035 -0.060
C 4.8235 -0.3701 -4.2991 -0.050 -0.036 0.041
H -3.7933 -2.0789 1.5709 -0.021 -0.074 -0.100
H 1.5317 3.5058 2.8077 0.012 -0.022 0.010
H 3.8581 3.9083 -0.4589 0.003 0.023 0.016
H 5.2481 -1.3746 -1.8056 0.010 -0.024 0.008
C -5.2434 -3.4967 -0.9632 0.015 -0.124 0.059
C 2.3955 2.2649 -2.0469 0.055 0.034 -0.023
C -0.8575 2.0536 2.6540 0.193 0.012 -0.228
H 2.3494 -1.2616 -4.9961 -0.012 -0.030 -0.015
C 4.5774 -1.9727 -2.4264 -0.087 0.055 -0.067
O 1.6760 -1.8068 -1.5473 -0.255 -0.434 0.086
H 5.3802 -1.1322 -4.8471 0.010 0.012 -0.006
H 0.7288 2.2416 1.2409 -0.037 0.041 -0.048
C -3.6208 -5.2103 -0.5685 0.003 0.021 0.034
H 2.1523 -2.4539 -3.7021 -0.024 -0.017 -0.040
H 1.0938 -7.0561 -0.6420 -0.028 0.004 -0.018
H 3.8936 -2.5160 -1.7784 0.017 -0.031 0.035
H 4.3377 0.2793 -5.0302 0.039 0.012 -0.010
C 1.9630 -0.5090 -1.7141 -0.050 0.661 0.103
H -3.4026 -6.2325 -0.2791 0.041 -0.002 0.026
H 1.1398 2.7755 4.3699 0.034 0.017 0.007
H -0.8097 5.5018 2.6288 0.002 -0.004 -0.011
C -3.5680 -2.2233 2.6250 0.130 0.072 -0.059
C 2.8819 -1.9081 -4.2953 0.031 0.055 0.092
C -4.2450 -2.5916 -1.2056 0.313 0.156 -0.095
H 3.8255 5.1687 -3.3142 0.013 0.000 -0.009
C -2.8678 -2.9589 -1.1812 -0.416 -0.734 0.275
H 0.7620 2.5278 -0.6953 -0.005 0.022 0.070
H 0.4751 4.2521 -2.0592 -0.024 0.003 -0.003
C -1.4734 3.6881 4.4989 0.055 -0.027 -0.084
N -0.8143 -6.0582 -0.7475 0.005 0.113 -0.037
H -1.3086 2.9322 5.2694 -0.010 0.016 0.009
H -5.7298 -5.5294 -0.4243 0.029 -0.011 0.002
H -2.7478 -2.9325 2.7032 0.018 -0.043 -0.052
C -4.5126 -0.0397 3.2776 0.051 0.009 -0.005
H -2.5353 3.7094 4.2461 -0.006 -0.017 0.044
H -4.4306 0.8477 3.9063 -0.031 0.009 -0.024
C -1.2020 -4.7585 -0.7459 0.107 -0.093 -0.044
H -5.3588 -0.6269 3.6395 0.022 0.001 0.025
C 3.7221 4.0867 -3.2188 -0.080 -0.052 0.059
C 1.2341 0.4549 -0.9590 0.429 -0.094 -0.310
C 1.3045 4.4071 -2.7499 0.079 -0.045 0.010
H 5.5408 0.2171 -3.7220 0.004 0.022 -0.030
H -6.2781 -3.1796 -1.0071 0.003 0.010 -0.005
H 1.0335 4.5307 4.1520 0.004 0.000 -0.010
H -1.4293 -6.8420 -0.8576 -0.090 0.000 -0.036
H 3.4755 -2.6233 -4.8699 0.007 0.009 -0.002
Pt 0.0688 -2.0053 -0.3770 -0.617 -0.317 -0.212
C 2.9642 -0.0644 -2.5949 -0.043 -0.200 0.023
H -2.6679 -0.2605 5.3198 -0.009 -0.021 0.016
C -1.8664 1.1898 3.1158 -0.084 -0.191 -0.003
H 3.1779 5.4597 -0.9833 -0.015 -0.006 0.006
C 3.1600 1.3088 -2.7168 -0.075 0.059 0.014
H -3.6254 -1.7502 5.2499 0.022 0.007 0.028
C -0.6094 3.4315 3.2605 -0.010 0.115 0.067
```
Positions in Å, forces in eV/Å.

***

No. 2
C19H35NO2P2Pd | ωB97M-V/def2-TZVPD

Summary:
Charge = 0
Molar mass = 477.86 g/mol
2S+1 = 3
Energy relative to the best compared isomer or geometry (same formula, charge and spin) = 39.4 kcal/mol

```
60
Properties=species:S:1:pos:R:3:forces:R:3
H 0.3924 -0.5416 1.0242 -1.371 -0.214 0.106
H 0.3008 3.0349 -3.7781 0.165 -0.122 -0.093
H -1.0592 -2.5052 0.7043 -0.501 0.858 -0.978
C 2.1818 -2.1288 1.9727 0.067 -0.984 0.836
H -3.4560 0.3062 -2.2454 -0.459 -0.270 0.528
H -0.8623 -0.8819 -2.5215 0.533 -0.252 0.036
H 2.9202 -1.8853 -0.9206 -0.427 -1.003 -0.545
H -0.2430 0.6273 5.5053 -0.209 0.287 -0.339
C -2.5414 1.8028 -1.2591 0.622 0.639 -0.372
H -1.7325 1.1879 1.3280 -0.122 -0.454 0.273
H 2.3879 -3.1719 1.6924 -0.184 0.103 0.313
H -0.5686 -4.4959 -1.3633 0.080 -0.222 0.082
H 1.0212 0.4982 -3.7865 0.183 -0.371 0.138
H -3.0753 -2.3868 -0.8907 -0.152 -0.361 0.510
O -0.7908 -0.5406 3.1245 0.365 -0.047 0.051
H 2.5813 -3.3404 -1.9725 0.342 -0.062 -0.026
C 0.2125 -1.1610 -2.5878 0.745 0.170 -0.091
H -0.2344 -3.7816 -2.9536 0.059 -0.175 0.077
P 0.6954 1.5791 -1.7571 -2.119 1.212 -0.811
H -3.2372 -0.1305 0.8501 -0.467 0.926 0.009
H 0.1699 -0.2060 -0.5249 -0.767 0.057 -0.078
C -3.5113 0.7070 -1.2043 -0.506 0.544 -0.678
C -2.6052 -1.5090 -0.4640 0.082 -1.259 0.222
H -0.4996 3.6576 -2.3388 0.198 -0.507 -0.230
C -0.9120 1.0775 0.6214 -1.748 2.108 0.276
C -0.5434 -3.5674 -1.9259 0.527 -0.807 -0.299
H 2.8930 -1.7641 2.7293 -0.185 -0.435 0.134
C 1.1002 0.0968 -2.7622 0.409 0.341 -0.175
H -1.5732 -3.2066 -1.9718 0.328 0.174 0.090
C 2.2583 -2.8244 -1.0658 0.648 -0.162 -1.145
H 1.1618 -1.9249 2.3323 0.477 -0.485 -0.421
C -0.2591 2.7311 -2.8921 0.476 0.023 -0.448
H -1.2189 2.2812 -3.2063 0.813 0.077 0.085
H 2.1557 -0.1298 -2.5524 -0.167 -0.022 -0.136
C -1.3724 2.0073 -0.5862 1.052 -1.356 2.700
C -3.5176 -0.3782 -0.1669 0.135 -0.100 -0.629
N 1.3908 0.2160 2.8302 -0.638 1.430 0.791
H 1.9142 1.4639 5.6292 0.089 0.215 -0.550
C 2.0702 2.6522 -1.2028 0.188 -0.281 -0.086
H -1.0322 3.0538 -0.4942 -0.080 -0.609 -0.205
H -0.7379 1.9166 4.3246 0.210 -0.429 0.252
C -0.4871 -0.3446 0.3629 0.938 0.040 0.551
H 1.4284 2.8797 4.6473 0.194 -0.425 -0.006
H 1.7770 3.1621 -0.2575 0.256 -0.397 -0.631
H 2.3903 -3.4564 -0.1818 -0.021 0.128 -0.404
H 2.9657 2.0219 -1.0307 -0.409 0.528 0.028
C 1.4269 1.7779 4.6880 0.151 0.144 0.147
H -2.8004 2.5325 -2.0362 -0.067 -0.022 0.451
H 0.3603 -1.7703 -3.4943 -0.185 0.316 0.181
H -0.1202 1.6408 1.1496 0.122 -0.505 -0.462
O 3.2402 1.5405 3.0432 0.171 0.208 0.112
H -4.5454 -0.7721 -0.1390 0.369 0.018 0.087
C -1.4168 -1.6034 0.1497 1.096 1.030 1.843
C 0.1680 0.1685 3.4392 -0.234 0.030 0.029
H 2.2341 3.3919 -2.0154 0.133 -0.399 0.603
C 2.1437 1.1814 3.4498 -0.229 -0.271 -0.258
C 0.0373 1.1753 4.5936 0.038 -0.093 0.008
Pd 2.9133 -0.8804 0.6001 0.006 1.368 0.175
H -4.4658 1.2290 -1.1352 -0.323 0.128 -0.300
P 0.5266 -2.3099 -1.1070 -0.696 -0.001 -1.324
```
Positions in Å, forces in eV/Å.

***

No. 3
C5H11NO | ωB97M-V/def2-TZVPD

Summary:
Charge = 0
SMILES = C=C/C=C(/C)N.O
Molar mass = 101.15 g/mol
2S+1 = 1
Energy relative to the best compared isomer or geometry (same formula, charge and spin) = 72.6 kcal/mol

```
18
Properties=species:S:1:pos:R:3:forces:R:3
H -0.7397 -0.2395 1.7216 0.411 -0.973 0.159
H 2.6419 1.6156 -0.0329 0.046 -0.108 -0.413
H -2.0216 -0.1568 2.3660 0.056 -0.887 0.488
H 1.3822 -0.9233 -0.1578 -0.403 -0.147 0.905
H -1.6812 -0.9117 -0.9997 0.963 0.058 0.736
H 1.2910 2.7157 0.3869 0.547 0.289 0.066
C 0.5274 0.9307 -0.3448 -0.961 -0.359 0.452
H 0.5181 -3.0671 -1.0402 0.359 0.526 0.704
H -1.1002 0.9974 -1.4699 -0.287 0.669 -0.398
C -0.4290 -2.5562 -0.8889 -0.756 -1.458 0.358
H 1.6760 1.3740 1.4160 0.066 -0.168 0.052
N -0.5591 1.6378 -0.9151 1.453 -1.166 1.133
C 0.4079 -0.4315 -0.2194 1.766 1.714 -2.888
O -1.2765 -0.7930 2.3300 -0.516 1.794 -0.566
C -0.6131 -1.2287 -0.8775 -1.079 -0.808 1.196
H -0.4715 2.5983 -1.1762 0.031 0.111 -0.183
H -1.1966 -3.2457 -0.4743 -0.105 0.423 -1.605
C 1.6439 1.6842 0.3762 -1.589 0.489 -0.198
```
Positions in Å, forces in eV/Å.

***

No. 4
C19H40CaP2 | ωB97M-V/def2-TZVPD

Summary:
Charge = 0
Molar mass = 370.55 g/mol
2S+1 = 1
Energy relative to the best compared isomer or geometry (same formula, charge and spin) = 0.0 kcal/mol

```
62
Properties=species:S:1:pos:R:3:forces:R:3
H -0.3306 2.0256 2.4681 -0.223 -0.147 -0.360
C -0.0756 1.4131 1.5945 -0.265 0.694 -0.193
H 5.3813 1.4152 -2.9935 0.030 -0.309 0.452
H -7.4693 -0.4534 2.8200 0.136 0.057 -0.103
H -2.0700 -1.7703 -0.7928 0.043 0.065 0.405
H 3.1971 -3.3921 -1.1030 0.296 0.082 0.018
H -2.9967 2.8068 2.4913 -0.209 0.317 0.234
H 2.6142 3.7194 -2.5623 0.129 -0.087 -0.265
H -4.6507 -1.9475 0.8861 -0.120 -0.451 0.158
H 5.2635 3.0963 -0.9642 -0.085 -0.012 0.267
H 1.5911 -3.0293 -3.4943 0.167 0.064 -0.282
C -0.5507 1.7646 0.3870 0.179 0.325 0.537
H 0.9566 0.9006 -0.9266 -0.760 0.172 0.187
H 2.7960 2.4435 -3.8027 0.099 0.193 0.143
H 4.2552 3.2827 -3.1616 -0.294 0.022 -0.034
H -0.2083 1.9586 -1.6792 0.058 -0.160 0.193
C -5.5458 -1.4723 2.8231 -0.236 -0.167 0.065
H -1.9405 0.3623 -1.7897 0.201 -0.120 0.040
H 1.9055 0.6195 1.9663 -0.441 0.141 0.071
Ca -2.9701 0.1968 1.6306 0.420 -0.266 -0.312
P 3.3869 1.6487 -1.5656 1.366 0.221 -0.337
H -3.6866 -2.4919 2.3226 -0.275 -0.247 -0.191
H -4.6957 -0.0732 4.3342 -0.067 -0.135 -0.269
H 1.4106 -1.7145 1.4480 -0.058 0.051 -0.082
C -0.1169 1.1709 -0.9137 0.163 -0.406 -1.063
H 1.4658 -0.6813 0.0458 -0.517 -0.166 0.323
C -1.2148 -1.1517 -0.5077 0.211 -0.560 0.242
H 4.8293 1.9531 0.3609 -0.061 0.276 -0.146
H -3.5404 1.9415 3.9631 -0.039 0.207 -0.263
H -6.0986 -2.4255 2.9103 -0.200 0.230 0.189
C -0.9623 -0.0268 -1.4581 0.304 0.982 -0.091
C 4.4382 2.6256 -0.4151 -0.215 0.120 0.076
C 3.2551 2.9017 -2.9173 -0.325 0.033 0.196
C -5.1336 -1.0762 4.2554 -0.231 -0.198 0.087
H -0.4508 -0.3573 -2.3808 -0.260 -0.160 0.346
H 5.1243 -1.2357 -3.3021 -0.369 0.318 -0.264
C 3.8764 -2.6207 -1.4897 -0.312 -0.033 0.162
H -0.7856 -2.3822 1.1555 -0.076 0.547 -0.377
H 4.4235 -2.1712 -0.6505 -0.095 -0.186 -0.165
C 4.8298 0.7034 -2.3522 -0.429 0.094 0.175
H 4.5803 -3.0617 -2.2081 -0.128 -0.003 0.273
H -6.8066 -0.7065 1.2006 0.099 -0.013 0.234
C 2.3633 -2.3150 -3.8090 -0.184 -0.109 0.164
H 3.8037 3.3891 0.0541 0.325 -0.079 0.010
H 3.2323 -2.8452 -4.2196 -0.274 0.034 -0.059
C -0.4775 -1.5014 0.5621 -0.546 -0.489 -0.517
H 0.6007 -0.0836 2.9223 0.124 0.187 -0.376
H -4.7250 2.3098 2.6656 0.585 0.061 0.174
H 3.9742 -0.1489 -4.1812 0.233 -0.132 0.430
H -1.2054 2.6495 0.3014 0.221 -0.486 0.302
H 5.4826 0.3625 -1.5255 -0.231 0.123 -0.417
H -6.0139 -1.0958 4.9139 0.156 0.027 -0.056
C -6.5375 -0.4468 2.2364 -0.245 -0.288 0.012
H -6.1723 0.5868 2.2309 0.205 -0.202 0.093
P 2.8586 -1.3314 -2.3349 0.851 -0.273 -0.851
C -3.6700 2.0198 2.8699 -0.322 0.388 0.206
H -4.4064 -1.7893 4.6694 -0.129 0.076 -0.141
C -4.3539 -1.7145 1.9199 0.620 0.615 -0.165
C 0.8513 0.2890 1.9087 0.285 -1.035 0.056
H 1.9416 -1.6331 -4.5604 0.077 -0.278 0.135
C 4.3247 -0.4811 -3.1846 -0.385 -0.046 0.296
C 0.8488 -0.9290 0.9283 1.022 0.527 0.427
```
Positions in Å, forces in eV/Å.

***

Computed electronic energy, in the same sequence as the records: -1947.41901, -1760.40339, -327.01573, -2108.11065 a.u..